8
Properties=species:S:1:pos:R:3:forces:R:3:lowdin_charge:R:1 method="wB97M-V/def2-TZVPD" gap_ev=5.16 relative_energy_kj_mol=0.0 e_lumo_ev=-1.24 total_charge=0
C 0.7235 -0.0746 0.9456 0.80 -1.19 -1.54 -0.348
O 0.8897 -0.7644 -0.4496 0.13 0.67 1.92 -0.201
C -0.4001 -0.2454 -0.7668 -0.43 0.82 0.68 -0.241
C -0.5350 0.4484 0.4330 -0.81 0.24 -1.67 -0.188
F 1.7469 0.8033 1.2623 -0.27 -0.38 -0.27 -0.010
H 0.7419 -0.8739 1.6991 0.04 0.23 -0.14 0.133
H -1.1940 1.2585 0.7381 0.10 -0.46 0.18 0.051
Rb -1.9729 -0.5520 -3.8618 0.44 0.06 0.83 0.805

25
Properties=species:S:1:pos:R:3:forces:R:3:lowdin_charge:R:1 method="wB97M-V/def2-TZVPD" gap_ev=8.74 relative_energy_kj_mol=287.7 e_lumo_ev=-4.62 smiles="C=C=CC/C=[N+]1/CC1=C(C)C" total_charge=+1
C 0.8131 1.5516 -1.7667 -0.13 0.09 -0.32 0.054
C 1.4582 1.2403 -0.6900 0.37 0.22 0.01 -0.125
C 2.1483 1.0020 0.3836 0.26 -0.05 0.19 -0.099
C 2.5195 -0.3650 0.9162 -0.04 0.42 0.05 -0.116
C 1.8152 -1.4562 0.2170 0.28 -0.15 -0.11 0.042
N 0.5850 -1.4141 -0.0969 1.21 0.03 0.52 0.041
C -0.4509 -2.1346 -0.7907 -0.81 -0.52 -0.43 0.057
C -0.6543 -0.8422 -0.1166 -1.33 -0.09 -0.12 -0.142
C -1.5207 0.0664 0.3168 0.34 0.00 0.00 -0.240
C -1.1798 1.2389 1.1637 0.19 -0.01 0.23 -0.020
C -2.9479 -0.0583 -0.0959 -0.07 -0.10 -0.11 -0.013
H 1.3235 1.6722 -2.7087 0.18 0.01 -0.13 0.078
H -0.2499 1.7302 -1.7770 -0.20 -0.02 0.09 0.068
H 2.5483 1.8274 0.9578 -0.03 0.16 -0.01 0.127
H 3.5993 -0.5168 0.8284 -0.14 -0.06 0.05 0.132
H 2.2835 -0.3996 1.9870 0.02 -0.14 -0.01 0.141
H 2.3740 -2.3334 -0.0953 -0.20 -0.08 -0.05 0.164
H -0.8022 -3.0463 -0.3196 0.08 0.01 0.14 0.138
H -0.3680 -2.1973 -1.8705 0.18 0.18 -0.01 0.138
H -1.2194 2.1423 0.5552 -0.01 0.11 -0.03 0.103
H -1.9175 1.3576 1.9562 -0.06 -0.03 0.01 0.102
H -0.1905 1.1656 1.6015 0.00 0.04 0.05 0.073
H -3.0979 -0.8368 -0.8369 -0.04 -0.06 -0.06 0.090
H -3.5610 -0.2837 0.7763 -0.04 -0.01 0.08 0.104
H -3.3077 0.8898 -0.4948 0.00 0.05 -0.04 0.102

68
Properties=species:S:1:pos:R:3:forces:R:3:lowdin_charge:R:1 method="wB97M-V/def2-TZVPD" gap_ev=7.12 relative_energy_kj_mol=1104.0 e_lumo_ev=-1.06 smiles="O=[N+]([O-])c1cccc([C@@H](C(c2ccc(N3CCOCC3)cc2)c2ccc(N3CCOCC3)cc2)[N+](=O)[O-])c1" total_charge=0
O -4.9288 3.2835 3.8705 -0.05 -2.51 -0.02 0.072
N -5.2488 2.0755 3.9152 -2.20 2.66 0.62 -0.313
O -6.4344 1.7152 4.1105 2.30 0.51 -0.40 0.044
C -4.2567 1.0482 3.7364 1.03 -1.72 -0.34 -0.136
C -4.7197 -0.2698 3.8569 0.24 0.31 -0.10 0.004
C -3.7891 -1.2958 3.7008 0.26 0.37 0.11 -0.051
C -2.4558 -1.0129 3.3293 -0.37 0.22 -0.52 -0.014
C -2.0547 0.2928 2.9354 -0.99 -0.01 -0.09 -0.149
C -0.7486 0.5458 2.1367 3.02 -1.14 2.74 -0.057
C -0.4006 0.7420 0.5883 -2.23 3.19 -0.64 -0.161
C -0.9183 -0.2404 -0.4347 -0.96 -0.60 -0.32 -0.149
C -0.3436 -0.6645 -1.6732 -0.50 0.39 1.18 -0.021
C -0.9302 -1.6902 -2.4128 -0.71 -0.37 0.42 -0.007
C -2.0730 -2.3533 -1.9239 0.14 0.25 0.33 -0.231
N -2.6085 -3.5193 -2.5211 -0.77 -0.10 0.12 -0.119
C -2.5123 -3.6796 -3.9695 0.58 -0.19 0.58 -0.161
C -3.3949 -4.8374 -4.4040 0.01 -0.20 0.03 -0.188
O -3.0672 -6.0399 -3.7055 -0.01 0.40 0.15 -0.138
C -3.1962 -5.9244 -2.2891 -0.07 0.01 -0.36 -0.190
C -2.4370 -4.7431 -1.7163 0.68 0.48 -0.50 -0.139
C -2.7195 -1.8269 -0.7780 0.31 -0.33 -0.94 -0.006
C -2.2050 -0.7298 -0.1323 0.70 -0.29 -0.12 -0.036
C 0.9488 1.3564 0.1763 0.12 -0.42 0.55 -0.178
C 1.1986 2.7393 0.1396 0.02 -0.85 -0.18 -0.025
C 2.4759 3.2241 -0.1117 0.82 -0.52 -0.06 0.000
C 3.5567 2.3409 -0.2803 -0.11 -0.60 0.40 -0.222
N 4.9152 2.7558 -0.4032 -0.58 0.25 -1.52 -0.127
C 5.1797 3.9778 -1.1975 -0.39 -0.15 1.18 -0.147
C 6.6612 4.0075 -1.5135 0.13 0.26 -0.06 -0.202
O 7.4545 3.9354 -0.3368 -0.23 -0.30 0.15 -0.138
C 7.1940 2.7788 0.4610 0.24 -0.10 -0.24 -0.185
C 5.7173 2.6145 0.7798 0.10 0.37 0.46 -0.167
C 3.3049 0.9474 -0.2830 -0.14 0.67 -0.27 -0.002
C 2.0052 0.4781 -0.1617 0.03 0.26 0.72 -0.043
N -0.1052 1.8929 2.8149 1.47 1.00 -0.42 -0.263
O 1.0934 1.8233 3.2057 -3.94 0.32 -0.91 0.070
O -0.8065 2.9590 2.7564 2.62 -3.20 0.16 0.021
C -2.9298 1.3231 3.3420 -0.92 0.25 -0.46 0.066
H -5.7800 -0.4349 4.0915 0.71 -0.06 -0.14 0.126
H -4.1424 -2.3190 3.8572 0.48 0.31 0.03 0.113
H -1.7361 -1.8253 3.3359 -0.07 0.01 -0.45 0.117
H -0.0678 -0.2855 2.3565 0.09 0.35 1.12 0.145
H -1.1740 1.5328 0.7528 0.41 0.77 -2.60 0.145
H 0.5387 -0.1957 -2.0878 0.05 0.00 0.25 0.105
H -0.4788 -2.0264 -3.3438 -0.02 0.17 0.19 0.107
H -2.8653 -2.7566 -4.4378 0.13 -0.06 -0.02 0.132
H -1.4635 -3.8731 -4.2765 -0.30 0.01 -0.11 0.124
H -4.4565 -4.5576 -4.2498 0.32 -0.23 0.00 0.130
H -3.2193 -5.0658 -5.4655 -0.18 0.13 0.33 0.128
H -4.2531 -5.8436 -2.0045 -0.03 -0.08 -0.15 0.123
H -2.7706 -6.8528 -1.8895 -0.26 0.20 0.01 0.128
H -1.3582 -4.9957 -1.6637 -0.23 0.03 0.08 0.131
H -2.8013 -4.5315 -0.7082 0.15 -0.12 -0.04 0.118
H -3.6286 -2.2924 -0.4253 -0.20 0.06 -0.16 0.114
H -2.7863 -0.2236 0.6290 0.06 -0.31 0.15 0.109
H 0.3980 3.4455 0.2730 -0.25 0.07 0.27 0.112
H 2.6832 4.2856 -0.1018 -0.18 0.06 -0.08 0.109
H 4.8935 4.8912 -0.6126 0.22 -0.40 -0.45 0.129
H 4.5908 3.9396 -2.1236 0.11 0.00 0.27 0.132
H 6.8877 3.1804 -2.2075 0.10 0.12 0.20 0.127
H 6.9324 4.9665 -1.9784 -0.09 -0.35 0.01 0.128
H 7.7590 2.9368 1.3928 -0.14 -0.19 -0.37 0.128
H 7.5580 1.8595 -0.0474 -0.05 0.46 0.10 0.128
H 5.4334 3.3760 1.5311 0.00 -0.18 0.04 0.134
H 5.5404 1.6142 1.1899 0.07 0.22 0.13 0.127
H 4.1407 0.2506 -0.3989 -0.31 0.30 -0.17 0.120
H 1.8191 -0.5867 -0.3126 0.04 0.27 0.46 0.115
H -2.6143 2.3575 3.3177 -0.28 -0.14 -0.34 0.103

18
Properties=species:S:1:pos:R:3:forces:R:3:lowdin_charge:R:1 method="wB97M-V/def2-TZVPD" gap_ev=10.89 relative_energy_kj_mol=166.6 e_lumo_ev=1.14 smiles="C/N=C/O.C=CC" total_charge=0
C -0.8589 2.2945 1.3058 -0.02 0.16 0.16 -0.145
N -0.6240 1.2729 0.3088 -0.29 0.03 -0.46 -0.014
C -1.3005 1.3314 -0.7564 0.07 0.19 0.36 -0.304
O -1.1943 0.4448 -1.7504 0.14 -0.16 0.05 0.033
H -1.1733 1.8236 2.2441 0.04 0.08 -0.13 0.072
H 0.0737 2.8322 1.5094 -0.14 -0.07 -0.02 0.073
H -1.6265 3.0298 1.0155 0.11 -0.11 0.02 0.070
H -2.0437 2.1024 -0.9923 0.09 -0.06 0.08 0.135
H -0.5278 -0.2218 -1.4846 -0.07 0.06 -0.07 0.058
C 0.9093 -2.0104 -1.4955 0.08 0.05 0.12 -0.034
C 1.3241 -1.3033 -0.4432 -0.02 -0.11 -0.15 -0.260
C 0.9654 -1.5828 0.9838 -0.04 -0.05 0.01 -0.112
H 1.2153 -1.7601 -2.5085 -0.03 -0.01 0.16 0.061
H 0.2631 -2.8786 -1.3765 0.08 0.13 0.01 0.066
H 1.9694 -0.4399 -0.6105 -0.08 -0.13 0.00 0.103
H 0.2664 -2.4217 1.0635 0.11 0.10 -0.02 0.075
H 1.8615 -1.8217 1.5692 -0.11 0.05 -0.09 0.075
H 0.5007 -0.6912 1.4178 0.09 -0.16 -0.04 0.049